{"formula": "C29H39F7N12O3S", "method": "wB97M-V/def2-TZVPD", "lumo_ev": 0.0955, "smiles": "O=C1NCC[C@H]1S(=O)(=O)C(F)(F)C(F)(F)C(F)(F)F.CC#N.CC#N.CC#N.CC#N.CC#N.CC#N.CC#N.CC#N.CC#N.CC#N.CC#N", "elements": ["O", "C", "N", "C", "C", "C", "S", "O", "O", "C", "F", "F", "C", "F", "F", "C", "F", "F", "F", "H", "H", "H", "H", "H", "H", "C", "C", "N", "H", "H", "H", "C", "C", "N", "H", "H", "H", "C", "C", "N", "H", "H", "H", "C", "C", "N", "H", "H", "H", "C", "C", "N", "H", "H", "H", "C", "C", "N", "H", "H", "H", "C", "C", "N", "H", "H", "H", "C", "C", "N", "H", "H", "H", "C", "C", "N", "H", "H", "H", "C", "C", "N", "H", "H", "H", "C", "C", "N", "H", "H", "H"], "xyz": [[4.787, 2.236, -0.883], [4.326, 1.133, -0.901], [5.104, -0.033, -0.629], [4.163, -1.206, -0.485], [3.077, -0.802, -1.494], [2.821, 0.700, -1.245], [1.907, 1.218, 0.227], [2.335, 0.499, 1.400], [2.207, 2.613, 0.417], [0.062, 1.168, -0.032], [-0.174, 1.917, -1.137], [-0.542, 1.768, 0.994], [-0.547, -0.277, -0.148], [-1.341, -0.494, 0.923], [0.378, -1.260, -0.138], [-1.452, -0.504, -1.396], [-2.429, 0.391, -1.514], [-2.044, -1.714, -1.259], [-0.704, -0.564, -2.507], [5.686, -0.214, -1.447], [4.773, -2.081, -0.722], [3.916, -1.168, 0.574], [2.242, -1.487, -1.676], [3.655, -0.782, -2.437], [2.443, 1.117, -2.184], [-2.553, -3.556, -4.027], [-1.101, -3.637, -4.040], [0.047, -3.700, -4.049], [-2.947, -3.282, -5.005], [-3.002, -4.511, -3.753], [-2.903, -2.813, -3.312], [1.854, 2.926, 3.882], [2.306, 3.316, 5.208], [2.662, 3.625, 6.257], [2.215, 3.614, 3.117], [2.208, 1.930, 3.615], [0.767, 2.913, 3.819], [-1.082, 5.508, 1.729], [-0.998, 4.656, 2.901], [-0.931, 3.998, 3.841], [-1.143, 4.906, 0.811], [-1.954, 6.121, 1.759], [-0.214, 6.137, 1.640], [4.365, -2.348, 3.828], [3.920, -2.941, 2.575], [3.568, -3.403, 1.584], [3.700, -1.544, 4.142], [4.391, -3.088, 4.627], [5.367, -1.930, 3.732], [-0.550, 9.742, 3.998], [-0.888, 8.539, 3.258], [-1.155, 7.574, 2.692], [0.023, 9.510, 4.895], [0.048, 10.428, 3.399], [-1.443, 10.281, 4.315], [-0.095, -5.817, -7.049], [-1.499, -6.012, -6.725], [-2.610, -6.170, -6.471], [0.151, -6.262, -8.012], [0.160, -4.759, -7.098], [0.553, -6.274, -6.302], [-3.487, -1.650, 2.574], [-4.388, -2.629, 3.166], [-5.101, -3.400, 3.633], [-3.211, -1.925, 1.557], [-3.941, -0.662, 2.531], [-2.564, -1.558, 3.146], [0.608, -5.468, -0.687], [2.054, -5.633, -0.703], [3.195, -5.754, -0.715], [0.236, -5.163, -1.666], [0.107, -6.396, -0.416], [0.307, -4.706, 0.033], [-5.802, 1.962, 0.371], [-4.568, 1.447, 0.946], [-3.595, 1.040, 1.401], [-6.483, 2.311, 1.147], [-5.606, 2.800, -0.298], [-6.321, 1.195, -0.204], [-2.694, -8.864, -9.939], [-1.309, -8.541, -9.632], [-0.217, -8.286, -9.384], [-2.809, -9.922, -10.174], [-3.346, -8.638, -9.097], [-3.050, -8.294, -10.797], [1.208, 7.935, 7.534], [0.743, 9.317, 7.546], [0.377, 10.406, 7.556], [0.474, 7.267, 7.982], [1.391, 7.586, 6.517], [2.137, 7.826, 8.091]], "forces_ev_per_a": [[-0.676, -0.254, -0.451], [0.972, 0.032, 0.225], [-1.157, -0.148, -0.565], [1.152, 1.492, 0.015], [0.393, -0.674, -0.145], [0.346, -1.217, 0.026], [2.271, 1.959, 1.893], [-0.954, -1.571, -0.696], [-1.074, 0.323, -1.191], [-0.442, -0.252, -0.093], [0.106, -0.563, 0.049], [0.672, 0.024, -0.099], [-1.031, -0.365, 0.351], [0.471, 0.161, -0.352], [0.147, 0.598, -0.268], [-0.098, -0.940, -0.189], [0.560, 0.012, -0.047], [0.247, 0.403, 0.043], [-0.290, 0.432, 0.279], [0.419, 0.364, 0.359], [-0.706, -0.153, 0.055], [-0.548, -0.536, -0.400], [-0.012, 0.355, 0.435], [-0.512, -0.101, 0.030], [-0.007, 0.688, 0.622], [-0.535, 0.050, 0.021], [0.044, -0.009, -0.016], [-0.125, 0.004, 0.022], [0.188, -0.064, -0.066], [0.180, -0.074, -0.054], [0.199, 0.021, 0.037], [0.003, -0.361, -0.420], [-0.019, 0.025, 0.056], [-0.046, 0.008, -0.120], [0.090, 0.041, 0.108], [0.179, 0.049, 0.133], [0.265, 0.007, 0.268], [0.018, -2.373, -1.932], [-0.102, 0.027, 0.084], [-0.389, 0.265, -0.155], [0.147, -0.435, 0.290], [-0.316, -0.318, -0.130], [0.180, -0.193, -0.091], [0.126, 0.172, 0.359], [-0.049, -0.103, -0.019], [-0.039, 0.055, 0.255], [-0.071, -0.033, -0.149], [-0.047, -0.094, -0.119], [-0.021, -0.047, -0.149], [0.171, 0.424, 0.223], [0.046, 0.104, 0.129], [-0.077, 3.164, 1.756], [-0.055, -0.107, -0.052], [-0.011, -0.137, -0.126], [-0.081, -0.152, -0.053], [0.504, 0.110, -0.175], [-0.038, -0.025, 0.016], [0.120, 0.065, -0.017], [-0.186, -0.105, 0.026], [-0.186, 0.025, 0.113], [-0.163, -0.027, 0.090], [0.102, 0.037, 0.049], [0.025, -0.100, 0.043], [0.059, 0.095, -0.075], [-0.140, -0.126, 0.023], [-0.033, -0.309, 0.158], [-0.077, -0.104, 0.100], [-0.443, 0.063, -0.001], [0.084, 0.028, -0.015], [-0.086, -0.062, -0.085], [0.186, 0.003, -0.042], [0.147, -0.047, 0.020], [0.174, 0.007, 0.037], [-0.358, 0.143, -0.170], [0.096, 0.043, 0.023], [-0.288, 0.540, -0.288], [0.125, -0.050, 0.097], [0.153, -0.029, 0.048], [0.123, -0.087, 0.052], [-0.424, -0.103, -0.079], [0.069, 0.015, 0.044], [-0.138, -0.005, -0.044], [0.164, 0.002, 0.025], [0.156, 0.063, 0.075], [0.151, 0.058, 0.007], [0.105, -0.334, 0.009], [0.013, 0.004, 0.061], [0.026, -0.144, -0.089], [-0.072, 0.123, 0.002], [-0.036, 0.107, -0.018], [-0.017, 0.143, 0.007]], "lowdin_charge": [0.136, -0.434, 0.052, -0.171, -0.143, -0.210, 0.762, -0.262, -0.265, -0.447, 0.112, 0.134, -0.343, 0.119, 0.140, -0.525, 0.186, 0.147, 0.169, 0.133, 0.123, 0.065, 0.110, 0.129, 0.145, -0.069, -0.284, 0.143, 0.084, 0.085, 0.062, -0.092, -0.282, 0.105, 0.082, 0.065, 0.017, -0.146, -0.246, 0.143, 0.083, 0.043, 0.062, -0.058, -0.257, 0.156, 0.083, 0.083, 0.086, -0.047, -0.169, 0.125, 0.051, 0.090, 0.091, -0.082, -0.289, 0.122, 0.042, 0.077, 0.087, -0.098, -0.278, 0.116, 0.065, 0.027, 0.088, -0.074, -0.297, 0.122, 0.049, 0.081, 0.076, -0.054, -0.220, 0.160, 0.087, 0.085, 0.086, -0.068, -0.265, 0.136, 0.083, 0.082, 0.083, -0.067, -0.292, 0.127, 0.087, 0.080, 0.086]}